17
Properties=species:S:1:pos:R:3:forces:R:3:mulliken_charge:R:1 method="wB97M-V/def2-TZVPD" total_charge=0 largest_force_ha_per_bohr=0.009 total_energy_ev=-9336.1504
C 0.058 3.497 0.764 0.002 -0.111 -0.092 -0.705
N 0.675 2.300 1.317 -0.016 0.246 0.085 -0.421
C 0.532 1.197 0.743 -0.110 -0.360 -0.248 0.094
N -0.225 0.962 -0.462 0.005 0.009 0.084 -0.628
H 0.852 4.195 0.497 -0.020 0.031 0.084 0.245
H -0.551 3.962 1.537 0.038 0.058 0.086 0.243
H -0.561 3.313 -0.112 0.004 -0.034 -0.050 0.335
H 1.015 0.318 1.178 0.081 0.089 0.055 0.360
H 0.314 0.350 -1.064 0.037 -0.046 0.006 0.262
H -1.053 0.419 -0.226 -0.013 0.112 -0.007 0.213
C -0.354 -2.715 0.396 -0.045 0.056 0.042 -0.833
C -0.276 -2.879 -0.913 0.001 0.009 0.021 0.143
O 0.782 -3.510 -1.496 -0.014 -0.006 -0.131 -0.489
H -1.211 -2.209 0.817 0.051 -0.032 0.027 0.300
H 0.421 -3.088 1.053 -0.051 0.023 -0.005 0.247
H -1.045 -2.513 -1.589 0.013 -0.043 0.002 0.288
H 0.628 -3.598 -2.440 0.036 0.001 0.041 0.346